Model a:
Density functional theory data (ωB97M-V/def2-TZVPD) for 10 unconnected molecules or ions with the total composition C5H29NO11.

Last columns: bonded neighbours and bond lengths (Å).
Positions of all 46 atoms, in Å:
1 N 2.80394 -0.34602 0.84646  C2 1.450, H9 0.993, H10 1.015
2 C 2.11462 -0.24338 -0.42476  N1 1.450, C3 1.545, H11 1.128, H12 1.153
3 C 0.85647 -1.13755 -0.36281  C2 1.545, C4 1.556, H13 1.085, H14 1.135
4 C -0.37477 -0.55329 0.38783  C3 1.556, C5 1.561, H15 1.091, H16 1.165
5 C -1.54313 -1.58261 0.50250  C4 1.561, C6 1.523, H17 1.146, H18 1.091
6 C -2.75774 -1.27527 1.36843  C5 1.523, O7 1.180, O8 1.428
7 O -2.99524 -0.49646 2.22207  C6 1.180
8 O -3.63096 -2.31899 0.93553  C6 1.428, H19 0.953
9 H 3.57205 -0.94726 1.03208  N1 0.993
10 H 2.10295 -0.30456 1.57893  N1 1.015
11 H 2.76477 -0.66424 -1.24476  C2 1.128
12 H 1.85742 0.87806 -0.50190  C2 1.153
13 H 1.15421 -2.09471 0.05257  C3 1.085
14 H 0.31930 -1.19636 -1.36101  C3 1.135
15 H -0.17781 0.11724 1.22521  C4 1.091
16 H -0.73979 0.28720 -0.33186  C4 1.165
17 H -1.10713 -2.60063 0.79887  C5 1.146
18 H -1.77592 -1.63358 -0.56208  C5 1.091
19 H -3.98085 -2.83128 1.65877  O8 0.953
20 O -0.62267 -0.53687 3.25588  H21 0.954, H22 0.943
21 H -1.28577 -0.20866 3.85801  O20 0.954
22 H -0.65630 -1.45072 3.02736  O20 0.943
23 O -2.82832 1.89176 -4.23894  H24 0.976, H25 0.971
24 H -2.29266 1.08440 -4.11916  O23 0.976
25 H -2.47696 2.56491 -3.63413  O23 0.971
26 O 3.82305 2.50989 1.46819  H27 0.982, H28 0.978
27 H 3.62946 1.60801 1.80562  O26 0.982
28 H 3.71299 2.17781 0.55441  O26 0.978
29 O -1.22613 -4.75993 0.43075  H30 0.980, H31 0.987
30 H -1.88824 -4.15007 0.81743  O29 0.980
31 H -1.31327 -4.39664 -0.48242  O29 0.987
32 O 1.77403 -1.96680 3.38426  H33 0.976, H34 0.956
33 H 1.45055 -1.09530 3.68286  O32 0.976
34 H 2.53315 -2.09035 3.95266  O32 0.956
35 O 2.26364 3.77357 -0.38471  H36 0.990, H37 0.958
36 H 2.80990 3.62985 0.42819  O35 0.990
37 H 1.33595 3.75950 -0.14540  O35 0.958
38 O 0.13959 2.34639 -3.52867  H39 0.940, H40 0.959
39 H -0.72575 2.55363 -3.22677  O38 0.940
40 H 0.63007 3.16562 -3.61442  O38 0.959
41 O -0.98295 -0.20240 -4.13701  H42 0.957, H43 0.981
42 H -0.50356 -0.93766 -4.51742  O41 0.957
43 H -0.29387 0.46953 -3.94630  O41 0.981
44 O -1.84666 2.79264 0.17017  H45 0.964, H46 0.961
45 H -1.11163 3.30036 0.53114  O44 0.964
46 H -2.51007 3.11123 0.78835  O44 0.961

Computed properties:
Charge = 0
HOMO = -9.1 eV
Structure (SMILES) = NCCCCC(=O)O.O.O.O.O.O.O.O.O.O
Orbital gap = 9.21 eV

These are the natural (NBO) partial charges, in e, on atoms 1 to 8:
1. N -0.905
2. C -0.222
3. C -0.424
4. C -0.422
5. C -0.561
6. C 0.825
7. O -0.535
8. O -0.760

Model b:
Density functional theory data (ωB97M-V/def2-TZVPD) for 12 unconnected molecules or ions with the total composition C5H29NO11.

Last columns: bonded neighbours and bond lengths (Å).
Positions of all 46 atoms, in Å:
1 C 2.05910 3.05966 2.03787  C2 1.505, H7 1.087, H8 1.094, H9 1.092
2 C 1.02469 2.04499 1.63260  C1 1.505, C3 1.384, N6 1.376
3 C -0.09510 1.51624 2.25057  C2 1.384, C4 1.414, H10 1.077
4 C -0.78249 0.78467 1.25507  C3 1.414, C5 1.365, H11 1.079
5 C 0.02412 0.61400 0.16777  C4 1.365, N6 1.395, H12 1.069
6 N 1.05584 1.53366 0.35580  C2 1.376, C5 1.395, H13 1.007
7 H 1.54945 3.94582 2.40755  C1 1.087
8 H 2.70689 2.55091 2.75715  C1 1.094
9 H 2.73363 3.40355 1.25032  C1 1.092
10 H -0.42914 1.75775 3.24517  C3 1.077
11 H -1.59659 0.14659 1.56135  C4 1.079
12 H 0.03958 0.05645 -0.74396  C5 1.069
13 H 1.85559 1.58551 -0.25450  N6 1.007
14 O -2.67727 1.45244 -2.38554  H15 0.964, H16 0.980
15 H -3.25963 0.99217 -1.77033  O14 0.964
16 H -1.93655 1.64597 -1.77397  O14 0.980
17 O -3.05611 -1.50678 -0.44634  H18 0.984, H19 0.964
18 H -2.14882 -1.86982 -0.33166  O17 0.984
19 H -3.15133 -1.26589 -1.37520  O17 0.964
20 O -1.09832 -0.15576 -3.49990  H21 1.027, H22 0.959
21 H -1.74314 0.61044 -3.27192  O20 1.027
22 H -1.54042 -0.69846 -4.15519  O20 0.959
23 O 0.86519 -2.08461 2.59762  H24 0.994, H25 0.961
24 H 1.21635 -2.14907 1.67032  O23 0.994
25 H 0.43185 -2.92178 2.78411  O23 0.961
26 O 0.77006 1.88715 -3.45828  H27 0.959, H28 0.974
27 H 1.53290 1.74334 -4.02097  O26 0.959
28 H 0.09607 1.23488 -3.71909  O26 0.974
29 O -0.73102 -3.15747 -0.50042  H30 0.962, H31 0.964
30 H -1.27262 -3.93600 -0.33876  O29 0.962
31 H -0.35297 -2.94066 0.35957  O29 0.964
32 O -1.97378 2.94652 -0.32951  H33 0.970, H34 0.967
33 H -1.00801 3.03456 -0.30375  O32 0.970
34 H -2.11070 2.56860 0.54980  O32 0.967
35 O 2.09850 -2.01417 0.28140  H36 0.983, H37 0.962
36 H 1.78251 -1.34178 -0.36241  O35 0.983
37 H 3.05254 -1.90186 0.32248  O35 0.962
38 O 3.65210 -0.94928 2.73670  H39 0.963, H40 0.969
39 H 3.22724 -0.15212 2.40230  O38 0.963
40 H 2.93117 -1.59687 2.74768  O38 0.969
41 O 1.91800 -0.55131 -1.91281  H42 0.970, H43 0.974
42 H 2.07007 -1.05278 -2.72892  O41 0.970
43 H 1.14468 -0.05378 -2.23496  O41 0.974
44 O -2.81283 -3.28337 1.56558  H45 0.976, H46 0.965
45 H -3.20003 -2.93703 0.73968  O44 0.976
46 H -2.86126 -2.59526 2.23991  O44 0.965

Computed properties:
Charge = 0
HOMO = -8.4 eV
Structure (SMILES) = Cc1ccc[nH]1.O.O.O.O.O.O.O.O.O.O.O
Orbital gap = 8.51 eV

These are the natural (NBO) partial charges, in e, on atoms 1 to 8:
1. C -0.652
2. C 0.130
3. C -0.306
4. C -0.315
5. C -0.110
6. N -0.526
7. H 0.232
8. H 0.229

Model c:
Density functional theory data (ωB97M-V/def2-TZVPD) for 12 unconnected molecules or ions with the total composition C5H29NO11.

Last columns: bonded neighbours and bond lengths (Å).
Positions of all 46 atoms, in Å:
1 C 1.18301 2.11131 -0.63435  C2 1.531, H7 1.114, H8 1.117, H9 1.157
2 C 0.53521 1.17809 0.39256  C1 1.531, C3 1.334, N6 1.460
3 C 0.79934 1.22519 1.69903  C2 1.334, C4 1.463, H10 1.083
4 C -0.11759 0.32472 2.39866  C3 1.463, C5 1.401, H11 1.058
5 C -1.01299 -0.13725 1.42525  C4 1.401, N6 1.425, H12 1.120
6 N -0.70943 0.44944 0.16303  C2 1.460, C5 1.425, H13 0.985
7 H 2.20087 2.44954 -0.33215  C1 1.114
8 H 0.80050 1.77141 -1.62746  C1 1.117
9 H 0.65891 3.14253 -0.63432  C1 1.157
10 H 1.66988 1.70165 2.13230  C3 1.083
11 H -0.17585 0.23070 3.45048  C4 1.058
12 H -1.97692 -0.70398 1.48593  C5 1.120
13 H -0.42014 -0.12760 -0.58054  N6 0.985
14 O -2.27186 2.82700 -1.31784  H15 0.970, H16 0.897
15 H -2.16419 2.80662 -0.35441  O14 0.970
16 H -3.06649 3.18006 -1.53608  O14 0.897
17 O -3.83721 -1.41760 -0.37516  H18 0.878, H19 0.959
18 H -3.66965 -1.06412 -1.16132  O17 0.878
19 H -3.33068 -2.23099 -0.35099  O17 0.959
20 O 0.11586 -1.21845 -2.64382  H21 0.949, H22 0.933
21 H -0.09864 -0.31585 -2.84504  O20 0.949
22 H 0.35971 -1.72350 -3.38974  O20 0.933
23 O 2.92619 -1.29037 1.31976  H24 0.972, H25 1.003
24 H 3.33909 -2.10497 1.65205  O23 0.972
25 H 2.00880 -1.44795 0.94711  O23 1.003
26 O -1.05252 1.13456 -3.11569  H27 1.013, H28 0.940
27 H -1.58544 1.78834 -2.55447  O26 1.013
28 H -1.59088 0.98145 -3.87126  O26 0.940
29 O -2.41581 -3.63728 0.11089  H30 0.986, H31 0.972
30 H -2.26126 -3.61541 1.08422  O29 0.986
31 H -1.73653 -3.08987 -0.31854  O29 0.972
32 O -2.11836 3.00309 1.34372  H33 1.023, H34 0.999
33 H -1.23953 3.44769 1.61965  O32 1.023
34 H -2.06793 2.03693 1.59466  O32 0.999
35 O 0.39155 -2.35778 -0.40172  H36 0.963, H37 0.900
36 H 0.52842 -1.91723 -1.24666  O35 0.963
37 H 0.45372 -3.23585 -0.59134  O35 0.900
38 O 4.49827 1.21752 0.98232  H39 0.950, H40 0.984
39 H 3.63486 1.08701 1.35629  O38 0.950
40 H 4.44259 0.79905 0.09395  O38 0.984
41 O 3.82984 0.21600 -1.27553  H42 0.928, H43 0.959
42 H 3.07280 0.13591 -0.74394  O41 0.928
43 H 3.79378 1.12312 -1.58466  O41 0.959
44 O -0.80381 -3.23624 2.64858  H45 0.933, H46 0.962
45 H -0.88471 -2.98795 3.54386  O44 0.933
46 H -0.63477 -2.50868 2.04269  O44 0.962

Computed properties:
Charge = 0
HOMO = -8.9 eV
Structure (SMILES) = Cc1ccc[nH]1.O.O.O.O.O.O.O.O.O.O.O
Orbital gap = 8.99 eV

These are the natural (NBO) partial charges, in e, on atoms 1 to 8:
1. C -0.714
2. C 0.133
3. C -0.309
4. C -0.271
5. C -0.121
6. N -0.581
7. H 0.251
8. H 0.253

Tell me which of them is the most stable. Sure, it is model b.